# 1
The following is a quantum chemistry calculation of 2 unconnected molecules or ions with the total composition C4H6O2, from the Open Molecules 2025 dataset.

Element x y z (Å)
C 1.98457 0.19389 -0.01159
H -1.26458 -2.32702 0.31499
C -1.33247 -1.28156 0.02738
C -1.54911 -0.33505 0.93614
H -1.18657 -1.05140 -1.02742
H -1.61222 0.71639 0.66724
H -1.68811 -0.57450 1.98676
O 0.68400 1.86954 -0.85708
H 1.55600 -0.56007 0.68102
O 3.15226 0.52095 0.00713
H 0.17083 2.17826 -1.61820
C 1.08539 0.65057 -1.10637

Its charge is 0. For the electronic energy, the calculation gives -306.34054 Ha. For the energy above the lowest of the compared OMol25 structures with the same formula, charge and spin, the calculation gives 104.0 kcal per mole. The gap between HOMO and LUMO comes out at 9.284 eV. The LUMO energy is 0.2202 eV.

---

# 2
The following is a quantum chemistry calculation of 2 unconnected molecules or ions with the total composition C5H13N in a non-equilibrium geometry, from the Open Molecules 2025 dataset.

Element x y z (Å)
C 2.48170 2.00612 -1.76208
H 2.33825 0.27665 0.69146
H -5.58476 -0.88139 1.76207
C 2.20476 0.50380 -1.60666
H -1.58221 -1.77495 0.89628
H 2.62436 -0.00737 -2.48896
H -2.11851 -0.55784 2.19820
N -4.64114 -1.00207 2.08453
C 2.82419 0.07139 -0.26971
H 2.44121 2.62293 -0.86526
H 1.94680 2.38049 -2.64245
C -2.38021 -1.31033 1.42934
H -4.11504 -2.57292 0.94295
C -3.65432 -1.70436 1.39012
H 3.51865 2.17801 -2.05008
H 3.09952 -0.99615 -0.21412
H 3.73314 0.65491 -0.16982
H -4.29401 -0.11305 2.41936
H 1.15762 0.22613 -1.74519

Its charge is 0. For the electronic energy, the calculation gives -253.00412 Ha. Its structure (SMILES) is C=CN.CCC. For the energy above the lowest of the compared OMol25 structures with the same formula, charge and spin, the calculation gives 37.0 kcal per mole. The gap between HOMO and LUMO comes out at 9.311 eV. The LUMO energy is 1.0867 eV.

---

# 3
The following is a quantum chemistry calculation of a molecular structure, C3HKO2 in a non-equilibrium geometry, from the Open Molecules 2025 dataset.

Element x y z (Å)
O 2.38387 -0.69847 0.16548
H -3.57795 -2.00626 0.56007
O -1.82066 0.44365 -0.97950
C -3.30697 -1.04030 0.15977
C 3.12836 -1.52283 -0.04924
K 0.50133 1.31411 0.93707
C -2.70686 -0.28570 -0.67498

Its charge is +1. The spin multiplicity is 2. For the electronic energy, the calculation gives -865.00904 Ha. As for the expectation value of S²: 0.761. For the energy above the lowest of the compared OMol25 structures with the same formula, charge and spin, the calculation gives 8.8 kcal per mole. The gap between HOMO and LUMO (alpha / beta) comes out at 9.545 / 7.444 eV. The LUMO energy (alpha / beta) is -4.0606 / -5.6694 eV.

---

# 4
The following is a quantum chemistry calculation of a molecular structure, C9H22Cl2IInNO9P2 in a non-equilibrium geometry, from the Open Molecules 2025 dataset.

Element x y z (Å)
H 1.39755 2.07033 -3.64405
Cl -0.94780 0.27363 -0.80667
H 3.20725 -4.92681 -2.07764
C -4.51415 -0.84563 3.41813
C -0.80756 2.51507 2.29696
H 2.18790 -6.22813 -2.72338
C -5.21920 0.91089 4.76731
H 0.40550 -5.22193 -7.08649
H -6.73861 2.89912 5.56747
H -1.37987 2.23121 3.16965
O 3.53614 3.84317 1.34657
I 2.88006 -1.41677 -1.00138
O 1.66518 -4.09936 -5.87396
O 4.36862 1.55917 2.11103
O 5.21707 2.52397 -0.03432
O -4.84778 2.11378 5.20949
N 2.31553 4.07980 -2.44909
H 2.11740 4.22980 -1.46487
O 2.15239 -6.25010 -5.38399
H -1.02562 0.51669 1.70944
H 4.96105 3.04709 -0.81408
C 2.10046 -5.08326 -5.08390
H 3.69411 4.39789 0.55902
H 3.84376 -5.99416 -3.34595
H 2.05873 -4.99070 -7.70930
P 3.92728 2.30463 0.95040
H -0.02629 3.18907 2.61821
H -1.49399 3.01447 1.63287
H -3.65250 -1.08536 2.80313
H -5.94887 2.13900 6.97214
H 0.91581 -3.63072 -7.68905
Cl 1.13795 0.64817 2.52404
P 2.36525 2.47524 -2.69859
C 1.23836 -4.52585 -7.16571
H -0.33653 2.43584 -0.17034
H -4.61950 -1.58874 4.20551
O 2.46197 -4.55397 -3.92309
O -4.25825 0.44647 3.97574
C 2.95395 -5.49494 -2.96742
In 2.14459 1.21139 -0.49168
C -5.79138 2.73954 6.07858
O -6.24818 0.34859 5.04141
H -5.36050 3.69712 6.35461
C 0.03006 1.47919 0.15157
C -0.26686 1.27131 1.62872
H 3.60843 2.15060 -3.28698
H -5.40889 -0.82579 2.79995

Its charge is -1. For the electronic energy, the calculation gives -3179.15820 Ha. The gap between HOMO and LUMO comes out at 7.589 eV. The LUMO energy is 2.1943 eV.

---

# 5
The following is a quantum chemistry calculation of a molecular structure, C27H44N5O4PSTcTe in a non-equilibrium geometry, from the Open Molecules 2025 dataset.

Element x y z (Å)
H -2.29592 -2.13002 -3.34251
H 4.66238 -1.15554 0.80968
H 4.15027 1.31967 1.39211
H 2.11087 -1.81424 3.50605
C 3.85050 0.67799 -1.95244
C -5.60516 -0.68992 0.49346
H 0.95441 3.96395 1.40349
H 2.90008 2.62776 -1.82648
C 3.03603 0.19296 -3.13234
C -0.81141 -0.58278 -3.54793
C -1.64004 -3.27927 -1.06580
H -1.57103 -0.81091 4.43875
N -0.71824 1.90258 -0.72924
C -7.73317 0.17076 0.72277
C -0.35459 2.39016 -2.05687
C -1.22648 -1.99006 -3.15739
H -0.92404 -3.73164 -0.37748
N -2.36630 -1.60656 0.49564
H -0.99818 1.95115 -4.07779
O 3.22453 0.14892 -0.70574
H 5.76963 0.34584 -2.83704
H 3.10750 1.66102 2.78689
H 3.52487 0.51008 -4.05300
Tc -1.51288 0.09150 -0.58794
H 0.75204 4.18155 -0.32130
H -7.33592 -1.92666 1.07430
H 5.03233 -1.58466 2.48205
O 2.05828 -0.44676 1.37590
H 5.80438 0.41654 -1.07288
C 0.29911 3.73999 0.56352
H 4.44626 2.50592 -0.97241
C -6.95157 -0.95510 0.80436
H -0.67506 4.19707 0.73147
H -3.58818 -2.36601 -0.98492
O 0.70618 -0.44699 -0.69511
C 5.23436 0.06235 -1.93120
C -1.23562 -0.15509 3.64943
H -4.82949 -1.43529 0.50020
C -2.85067 -2.75580 -0.28261
H 3.73977 -2.42981 1.62584
C -5.38348 0.63734 0.17152
C -1.35448 1.82601 -3.05308
H -0.36967 3.48093 -2.14301
C 0.12920 2.25172 0.36665
C -0.55437 1.02342 3.94931
H -0.36916 1.28576 4.98238
H -2.41449 -2.57781 3.69873
Te -3.68058 1.63858 -0.33546
C 3.82249 0.95379 2.36501
H 0.66271 2.06347 -2.31618
H -0.91895 -0.41721 -4.62268
H 2.96339 -0.89472 -3.13621
C 3.24235 -0.44245 2.29038
H 5.17269 -1.02449 -1.89320
H 3.47003 -1.04339 4.32898
S -6.84240 1.54229 0.27513
H -2.30367 2.35886 -2.96870
C -1.47698 -0.44907 2.32405
H -3.64034 -3.03073 2.52148
H 0.01116 -2.14475 -1.54320
C -0.36755 1.51341 1.62316
H 1.99675 -0.12050 4.03018
H 2.03158 0.61977 -3.12349
H -3.32271 -3.53221 0.31993
H 0.44119 2.76198 3.16947
C -2.58425 -2.79387 2.64866
N -1.65052 0.37788 -2.78826
H -1.93981 -4.05217 -1.77775
N -1.05556 0.39295 1.36891
H -8.79386 0.24693 0.90299
H -2.00935 -3.68670 2.39725
H 4.41404 2.57308 -2.73643
H -0.69442 -2.73253 -3.76063
C -2.18871 -1.65179 1.76557
C 4.22701 -1.46426 1.75759
H 4.69518 0.92507 3.01765
C 2.66055 -0.88001 3.61829
H 0.23166 -0.41056 -3.27595
O 1.54446 1.76483 0.17221
N -0.98364 -2.14613 -1.72739
C 3.89669 2.18767 -1.85782
C -0.09987 1.85646 2.93790
P 1.85790 0.22898 -0.00782
H -2.61203 0.21952 -3.08162

Its charge is +2. The spin multiplicity is 2. For the electronic energy, the calculation gives -2718.02045 Ha. As for the expectation value of S²: 1.067. For the energy above the lowest of the compared OMol25 structures with the same formula, charge and spin, the calculation gives 0.0 kcal per mole. The gap between HOMO and LUMO (alpha / beta) comes out at 7.197 / 6.001 eV. The LUMO energy (alpha / beta) is -5.8610 / -7.3338 eV.

---

# 6
The following is a quantum chemistry calculation of 2 unconnected molecules or ions with the total composition C2H5ClN2O in a non-equilibrium geometry, from the Open Molecules 2025 dataset.

Element x y z (Å)
C 0.59216 -0.07331 -0.26837
Cl -3.61815 2.39554 1.03803
H -3.02062 2.59811 -0.89841
H 1.25883 -2.33859 -0.02824
H 2.91733 -1.58815 -0.42489
C 1.99770 -1.65423 0.19959
H 2.50906 -2.06015 1.18389
H -1.69091 1.05515 -0.26280
N -2.08096 2.15305 -0.18306
O 1.40183 -0.55490 0.61171
N -0.26628 0.06749 -0.96745

Its charge is 0. For the electronic energy, the calculation gives -723.94703 Ha. Its structure (SMILES) is COC#N.NCl. For the energy above the lowest of the compared OMol25 structures with the same formula, charge and spin, the calculation gives 118.7 kcal per mole. The gap between HOMO and LUMO comes out at 9.796 eV. The LUMO energy is 0.2211 eV.